# 1
The following is a quantum chemistry calculation of 2 unconnected molecules or ions with the total composition C3H6N2O2, from the Open Molecules 2025 dataset.

```
13
Properties=species:S:1:pos:R:3:lowdin_charge:R:1
C 0.85334 -1.73296 -0.76065 0.050
C -0.21166 -0.98762 -0.46595 -0.167
C -0.25190 -0.07607 0.64352 -0.201
N -1.42276 0.50687 1.01898 0.088
N 0.70130 1.59349 -0.19281 -0.356
O 1.80647 1.50751 -0.65437 0.011
O -0.04324 2.53984 -0.10943 -0.013
H 0.86414 -2.39095 -1.61098 0.061
H 1.74764 -1.69571 -0.16357 0.069
H -1.09577 -1.02309 -1.08865 0.109
H 0.48623 -0.19644 1.42505 0.135
H -2.07663 0.69437 0.27204 0.107
H -1.35715 1.26077 1.68681 0.106
```

ΔE to the lowest compared entry with this formula, charge and spin: 123.1 kcal/mol
Total energy: -377.7631 Eh
Multiplicity: 1
HOMO level (spin up / spin down): -0.3062 / -0.3062 Eh
Frontier orbital gap (spin up / spin down): 0.3142 / 0.3143 Ha
E_LUMO (spin up / spin down): 0.219 / 0.219 eV

# 2
The following is a quantum chemistry calculation of C3H6N2O2 in the gas phase, from the Open Molecules 2025 dataset.

```
13
Properties=species:S:1:pos:R:3:lowdin_charge:R:1
C 1.37759 -0.34189 1.88896 -0.018
C 0.89277 -0.58850 0.53667 -0.573
C -0.88391 0.43391 -0.64423 -0.510
H 0.58274 -0.22640 2.71059 0.120
H 1.90662 0.65388 1.80908 0.104
H 2.30373 -0.90600 2.30102 0.117
H -2.16372 1.80499 0.34884 0.179
H -2.00004 1.89543 -1.63587 0.127
H -0.57415 -1.25764 -1.72882 0.113
N -1.54772 1.70681 -0.65833 0.031
N -1.14702 -0.32029 -1.61938 0.137
O 1.14347 -1.57360 -0.12990 0.113
O 0.16769 0.48722 0.31124 0.060
```

ΔE to the lowest compared entry with this formula, charge and spin: 67.9 kcal/mol
Total energy: -377.8511 Eh
Multiplicity: 1
HOMO level: -0.3572 Eh
SMILES string: [H]/N=C(/N)OC(C)=O
Frontier orbital gap: 0.3795 Ha
E_LUMO: 0.607 eV

# 3
The following is a quantum chemistry calculation of C3H6N2O2 in the gas phase, from the Open Molecules 2025 dataset.

```
13
Properties=species:S:1:pos:R:3:lowdin_charge:R:1
N -1.57162 -0.16206 -0.85721 0.149
C -1.35586 -0.08985 0.48538 -0.514
O -2.15134 0.37333 1.28231 0.055
C -0.06508 -0.76906 0.98287 -0.087
O 1.08839 0.07455 1.08934 -0.041
C 1.65874 0.57608 -0.00407 -0.297
N 1.21229 0.44897 -1.18389 0.107
H -2.36639 0.36512 -1.19091 0.109
H -0.73924 -0.16901 -1.44015 0.060
H 0.17636 -1.64898 0.37746 0.129
H -0.26251 -1.06099 2.01377 0.130
H 2.56773 1.11177 0.28161 0.138
H 1.80852 0.95014 -1.83652 0.062
```

ΔE to the lowest compared entry with this formula, charge and spin: 31.2 kcal/mol
Total energy: -377.9096 Eh
Multiplicity: 1
HOMO level: -0.3571 Eh
SMILES string: [H]/N=C/OCC(N)=O
Frontier orbital gap: 0.3869 Ha
E_LUMO: 0.812 eV

# 4
The following is a quantum chemistry calculation of C3H6N2O2 in the gas phase, from the Open Molecules 2025 dataset.

```
13
Properties=species:S:1:pos:R:3:lowdin_charge:R:1
C 0.37537 -0.91818 0.31821 -0.142
C 1.75792 -0.65973 -0.03672 -0.178
C -1.03958 1.14405 0.06097 -0.303
H -2.18982 -0.63418 -1.38893 0.209
H 0.08061 -2.00942 0.77640 0.189
H 0.30410 -0.24807 1.31572 0.178
H 2.60113 -1.06070 0.51999 0.116
H -2.07978 1.13976 -0.03454 0.096
H 0.80341 1.85886 -0.26084 0.110
N -0.71388 -0.16350 -0.31095 -0.211
N -0.26328 2.16845 0.08095 0.091
O -1.90286 -0.99657 -0.37515 -0.092
O 2.26666 0.37922 -0.66511 -0.063
```

ΔE to the lowest compared entry with this formula, charge and spin: 156.1 kcal/mol
Total energy: -377.7106 Eh
Multiplicity: 1
HOMO level: -0.3437 Eh
SMILES string: [H]/N=C\N(O)CC=O
Frontier orbital gap: 0.3455 Ha
E_LUMO: 0.050 eV

# 5
The following is a quantum chemistry calculation of 3 unconnected molecules or ions with the total composition C3H6N2O2, from the Open Molecules 2025 dataset.

```
13
Properties=species:S:1:pos:R:3:lowdin_charge:R:1
C 1.03698 -0.57551 0.69774 -0.007
C -1.64485 -1.97872 -1.57290 -0.446
C -0.88002 -0.98114 2.28520 0.023
N 0.16211 -0.71795 1.69967 -0.135
N 0.76367 2.47420 -1.00297 0.021
O -0.82439 -2.76738 -1.41612 0.202
O -2.42487 -1.14637 -1.56889 0.221
H 1.54182 0.34838 0.65641 0.026
H 1.37057 -1.47067 0.20860 0.058
H -0.75986 -1.21694 3.32913 0.026
H 1.22408 3.36181 -1.17670 0.011
H 0.39849 2.12723 -1.84644 -0.017
H 0.03628 2.54306 -0.29274 0.019
```

ΔE to the lowest compared entry with this formula, charge and spin: 83.6 kcal/mol
Total energy: -377.8261 Eh
Multiplicity: 1
HOMO level: -0.2982 Eh
Frontier orbital gap: 0.3145 Ha
E_LUMO: 0.443 eV

# 6
The following is a quantum chemistry calculation of C3H6N2O2 in the gas phase, from the Open Molecules 2025 dataset.

```
13
Properties=species:S:1:pos:R:3:lowdin_charge:R:1
N 1.00286 0.56225 1.19352 0.179
C 0.36600 1.20540 0.20477 -0.444
O 0.66078 2.50416 -0.00734 0.060
C -0.58202 0.75718 -0.68957 -0.141
O -1.51760 -0.25259 -0.42363 -0.043
C -1.11575 -1.49622 -0.23313 -0.313
N 0.09580 -1.84031 -0.07000 0.097
H 1.66509 1.04496 1.78129 0.114
H 1.07774 -0.44171 1.04339 0.073
H -0.28222 0.81934 -1.73228 0.121
H -0.15345 2.67851 -0.53757 0.110
H -1.98706 -2.15378 -0.22534 0.134
H 0.14558 -2.84637 0.04560 0.053
```

ΔE to the lowest compared entry with this formula, charge and spin: 74.5 kcal/mol
Total energy: -377.8406 Eh
Multiplicity: 1
HOMO level: -0.2847 Eh
SMILES string: [H]/N=C/O/C=C(\N)O
Frontier orbital gap: 0.3197 Ha
E_LUMO: 0.951 eV

# 7
The following is a quantum chemistry calculation of C3H6N2O2 in the gas phase, from the Open Molecules 2025 dataset.

```
13
Properties=species:S:1:pos:R:3:lowdin_charge:R:1
N -1.61533 -0.02560 -0.78952 0.161
C -1.37520 -0.05546 0.54821 -0.516
O -2.13595 0.38640 1.38923 0.056
C -0.06594 -0.74978 0.94717 -0.096
O 1.00872 0.18841 1.08751 -0.038
C 1.64621 0.55955 -0.02326 -0.299
N 1.31491 0.19187 -1.19136 0.102
H -2.40102 0.53331 -1.08968 0.111
H -0.82402 -0.13259 -1.41397 0.067
H 0.21885 -1.52697 0.23135 0.121
H -0.20616 -1.16941 1.94246 0.132
H 2.48228 1.21330 0.23844 0.138
H 1.95265 0.58697 -1.87659 0.060
```

ΔE to the lowest compared entry with this formula, charge and spin: 29.1 kcal/mol
Total energy: -377.9130 Eh
Multiplicity: 1
HOMO level: -0.3583 Eh
SMILES string: [H]/N=C/OCC(N)=O
Frontier orbital gap: 0.3893 Ha
E_LUMO: 0.843 eV

# 8
The following is a quantum chemistry calculation of 2 unconnected molecules or ions with the total composition C3H6N2O2, from the Open Molecules 2025 dataset.

```
13
Properties=species:S:1:pos:R:3:lowdin_charge:R:1
C -1.71542 -0.37333 1.64523 -0.164
C 2.94569 -0.58657 -2.78233 -0.391
C -2.03074 1.07095 1.99539 -0.060
N -0.73577 -0.52579 0.88568 -0.164
N 0.26679 -0.71502 0.37773 0.215
O 3.61885 -1.49038 -2.34594 0.064
O 1.80782 -0.10815 -2.23889 0.043
H -2.40336 -1.17191 1.47699 0.108
H 2.94034 -0.00714 -3.73650 0.143
H -2.95991 1.25967 1.67025 0.022
H -1.46091 1.80001 1.43362 0.085
H -2.09958 1.36535 2.98279 0.044
H 1.82619 -0.51769 -1.36400 0.053
```

ΔE to the lowest compared entry with this formula, charge and spin: 91.6 kcal/mol
Total energy: -377.8133 Eh
Multiplicity: 1
HOMO level: -0.3172 Eh
Frontier orbital gap: 0.3440 Ha
E_LUMO: 0.729 eV